i.
{"formula": "C4H12NOS2", "method": "wB97M-V/def2-TZVPD", "homo_lumo_gap_ev": 10.39, "smiles": "C[C@@H](S)[NH2+][C@](C)(O)S", "total_charge": 1, "elements": ["C", "C", "C", "C", "N", "O", "S", "S", "H", "H", "H", "H", "H", "H", "H", "H", "H", "H", "H", "H"], "xyz": [[2.11728, -0.39524, 0.98291], [-1.60851, 1.04612, -0.87824], [1.26616, -0.17016, -0.24559], [-1.21917, 0.20068, 0.31978], [-0.09896, -0.76358, -0.04625], [-0.70701, 0.89952, 1.38313], [1.93228, -1.00924, -1.76236], [-2.62327, -0.89296, 0.88835], [2.27952, -1.45748, 1.15428], [1.63961, 0.04964, 1.85350], [3.08819, 0.07632, 0.85698], [-2.47880, 1.65144, -0.63184], [-1.85391, 0.42787, -1.73829], [-0.80238, 1.72565, -1.14939], [1.15624, 0.89344, -0.46150], [-0.03042, -1.44800, 0.72138], [-0.36968, -1.28145, -0.89247], [-1.34854, 1.52051, 1.75224], [3.01496, -0.25483, -1.88652], [-3.35361, -0.81827, -0.22011]]}

ii.
{"formula": "C4H12NOS2", "method": "wB97M-V/def2-TZVPD", "homo_lumo_gap_ev": 8.81, "total_charge": 1, "elements": ["C", "C", "S", "S", "H", "H", "H", "H", "H", "H", "O", "C", "C", "N", "H", "H", "H", "H", "H", "H"], "xyz": [[-1.78868, 2.39466, 0.38372], [-2.08080, 0.90116, 0.39033], [-1.65659, 0.22534, -1.25709], [-2.21436, -1.76538, -0.87256], [-2.40956, 2.91582, -0.34158], [-0.74083, 2.58196, 0.14424], [-1.99192, 2.80162, 1.37299], [-3.13312, 0.68576, 0.56734], [-1.49831, 0.37716, 1.15284], [-1.94624, -2.19055, -2.11794], [3.64150, -1.72052, 0.11125], [3.27198, -0.58274, 0.08044], [1.79256, -0.26923, 0.00304], [1.06097, -1.56514, 0.09904], [3.96389, 0.26836, 0.05928], [1.47204, 0.40244, 0.79586], [1.58402, 0.18791, -0.96367], [0.27717, -1.63368, -0.57290], [1.74995, -2.31961, -0.04637], [0.64634, -1.69537, 1.01176]]}

Quick one: least stable of them? ii

i.
{"formula": "C3H3N3O2", "method": "wB97M-V/def2-TZVPD", "homo_lumo_gap_ev": 8.95, "elements": ["C", "C", "C", "H", "H", "H", "N", "N", "N", "O", "O"], "xyz": [[0.81738, 0.36532, -0.37545], [-1.21032, -0.68289, -0.36664], [-0.32029, -0.34425, 1.78133], [2.42261, 1.36240, -0.60317], [-0.53326, 0.14567, -2.10170], [-1.83231, -1.03222, -1.06997], [1.57532, 1.26058, -1.14919], [-0.10337, -0.32646, -0.98569], [-1.28504, -0.75345, 0.86183], [-0.61850, 0.04524, 2.99241], [1.08777, -0.03994, 1.01624]]}

ii.
{"formula": "C3H3N3O2", "method": "wB97M-V/def2-TZVPD", "homo_lumo_gap_ev": 6.97, "elements": ["C", "C", "C", "H", "H", "H", "N", "N", "N", "O", "O"], "xyz": [[0.56577, -0.01393, -0.76069], [-0.53621, 0.11116, 1.39219], [-1.68553, 0.44912, 0.64368], [2.67316, -0.39614, -0.49109], [-0.36229, 0.13514, 2.41697], [-2.57898, 0.64108, 1.36363], [1.23488, -0.47099, -1.76649], [0.66146, -0.20132, 0.69321], [-1.69698, 0.65306, -0.63678], [2.32711, -1.22020, -1.44291], [-0.60239, 0.31302, -1.41172]]}

Quick one: least stable of them? ii

i.
{"formula": "C3H3N3O2", "method": "wB97M-V/def2-TZVPD", "homo_lumo_gap_ev": 8.18, "smiles": "[H]/N=N/c1c[nH]c(=O)o1", "elements": ["C", "C", "C", "H", "H", "H", "N", "N", "N", "O", "O"], "xyz": [[-0.73250, 0.37415, -0.05287], [0.12644, 1.34625, -0.16599], [1.40611, -0.36762, -0.06331], [-3.74301, -0.97319, 0.03822], [-0.36080, 2.42972, 0.12266], [2.23853, 1.53328, 0.20801], [-2.62235, -0.82984, -0.09962], [-2.14362, 0.36770, 0.30149], [1.38094, 0.92568, -0.02872], [2.49224, -1.02860, 0.16273], [0.10278, -0.76532, -0.14872]]}

ii.
{"formula": "C3H3N3O2", "method": "wB97M-V/def2-TZVPD", "homo_lumo_gap_ev": 8.90, "smiles": "[H]/N=C1N=N/C(=C/O)O/1", "elements": ["C", "C", "C", "H", "H", "H", "N", "N", "N", "O", "O"], "xyz": [[1.88240, 0.27788, 0.10198], [0.58926, 0.35134, 0.07137], [-1.53575, -0.28483, -0.03579], [3.59559, -0.50558, -0.10278], [2.43578, 1.15784, 0.24944], [-2.30566, -1.99299, 0.25908], [-2.53710, -1.01729, 0.09818], [-1.37856, 1.23472, -0.13041], [-0.19155, 1.53372, 0.05043], [2.65346, -0.85261, -0.04905], [-0.22731, -0.77035, -0.12076]]}

iii.
{"formula": "C3H3N3O2", "method": "wB97M-V/def2-TZVPD", "homo_lumo_gap_ev": 10.45, "smiles": "[H]/N=C/n1cnoc1=O", "elements": ["C", "C", "C", "H", "H", "H", "N", "N", "N", "O", "O"], "xyz": [[-0.19751, 0.40455, 1.26617], [-0.26947, 0.71673, -1.27966], [0.65094, -1.27216, -0.50590], [-0.67837, 0.46782, 2.97026], [-0.53327, 1.53930, 0.87959], [-0.54155, 1.77681, -1.33833], [-0.35012, -0.28671, 2.35066], [-0.04824, -0.12400, -0.09440], [-0.02357, 0.02481, -2.32658], [0.58817, -1.17292, -1.98891], [1.40299, -2.07421, 0.06710]]}

Quick one: least stable of them? i

i.
{"formula": "C32H28N4O4SSbTl", "method": "wB97M-V/def2-TZVPD", "homo_lumo_gap_ev": 7.48, "elements": ["Tl", "C", "C", "C", "C", "C", "C", "Sb", "C", "C", "C", "C", "C", "C", "C", "C", "C", "C", "C", "C", "H", "H", "H", "H", "H", "H", "H", "H", "H", "H", "H", "H", "H", "H", "H", "O", "C", "O", "C", "C", "C", "C", "C", "C", "N", "O", "O", "H", "H", "H", "H", "C", "C", "C", "C", "N", "C", "S", "N", "C", "H", "H", "H", "H", "H", "H", "H", "H", "N", "C", "H"], "xyz": [[1.28108, -2.76538, -2.41317], [-4.26128, 2.10552, -5.84213], [-3.99516, 0.74530, -5.79100], [-3.07723, 0.25460, -4.87193], [-2.42796, 1.10783, -3.98052], [-2.69609, 2.47229, -4.04955], [-3.60566, 2.96767, -4.97466], [-1.05034, 0.21354, -2.59818], [-0.28603, 1.99115, -1.69615], [1.07754, 2.25413, -1.79218], [1.62580, 3.38315, -1.19505], [0.81210, 4.26141, -0.49642], [-0.55044, 4.00795, -0.39102], [-1.09462, 2.87884, -0.98510], [-2.51283, -0.19107, -1.08050], [-3.67429, -0.88526, -1.40704], [-4.57789, -1.26209, -0.42310], [-4.33001, -0.94815, 0.90564], [-3.17988, -0.24756, 1.24096], [-2.27575, 0.12597, 0.25431], [-4.97170, 2.49370, -6.56069], [-4.49438, 0.06684, -6.47140], [-2.86425, -0.81012, -4.86034], [-2.19092, 3.16131, -3.38395], [-3.80225, 4.03173, -5.01757], [1.73238, 1.56111, -2.30681], [2.69131, 3.56056, -1.26646], [1.23699, 5.14108, -0.02900], [-1.18938, 4.68928, 0.15719], [-2.15650, 2.68440, -0.88465], [-3.88673, -1.13902, -2.43990], [-5.47521, -1.80366, -0.69480], [-5.03188, -1.24214, 1.67553], [-2.99176, 0.01921, 2.27495], [-1.38527, 0.67739, 0.53337], [3.18632, 0.40968, -0.21465], [2.08875, -0.13962, -0.09307], [1.51002, -0.89107, -0.93828], [1.32433, 0.06869, 1.19902], [1.43356, 1.26260, 1.89937], [0.72800, 1.45540, 3.08135], [-0.05314, 0.43550, 3.59991], [-0.13220, -0.75368, 2.89129], [0.51754, -0.94904, 1.68871], [-0.94601, -1.84059, 3.45197], [-1.25438, -2.77541, 2.72777], [-1.27574, -1.75997, 4.61416], [2.06842, 2.04011, 1.49490], [0.79245, 2.39952, 3.60557], [-0.59400, 0.54612, 4.52815], [0.43267, -1.87853, 1.14422], [5.78701, -0.86875, 0.71287], [4.70239, -1.62164, 1.39962], [4.36506, -1.50525, 2.71633], [3.29434, -2.28445, 3.19388], [2.62719, -3.13592, 2.43660], [2.95323, -3.25931, 1.13605], [2.14654, -4.31020, 0.09551], [3.98466, -2.49255, 0.65543], [2.83782, -2.14021, 4.61073], [6.36785, -0.29886, 1.43353], [5.32412, -0.18246, 0.00162], [6.45167, -1.55230, 0.18239], [4.89763, -0.82253, 3.36092], [4.17408, -2.57122, -0.33434], [3.68359, -2.06083, 5.29344], [2.20779, -2.98127, 4.88809], [2.25357, -1.22019, 4.69986], [-1.46181, -3.30172, -0.05369], [-1.33274, -3.46090, -1.19263], [-1.51212, -3.12065, 0.94473]]}

ii.
{"formula": "C32H28N4O4SSbTl", "method": "wB97M-V/def2-TZVPD", "homo_lumo_gap_ev": 6.07, "elements": ["Tl", "C", "C", "C", "C", "C", "C", "Sb", "C", "C", "C", "C", "C", "C", "C", "C", "C", "C", "C", "C", "H", "H", "H", "H", "H", "H", "H", "H", "H", "H", "H", "H", "H", "H", "H", "O", "C", "O", "C", "C", "C", "C", "C", "C", "N", "O", "O", "H", "H", "H", "H", "C", "C", "C", "C", "N", "C", "S", "N", "C", "H", "H", "H", "H", "H", "H", "H", "H", "N", "C", "H"], "xyz": [[-1.34291, -2.59605, 0.08464], [7.07288, -3.50253, -0.29731], [6.34329, -3.23452, -1.44562], [4.96721, -3.06183, -1.36723], [4.30529, -3.15124, -0.14560], [5.04924, -3.42056, 1.00092], [6.42351, -3.59761, 0.92628], [2.20554, -2.72703, -0.10387], [1.79720, -3.82761, 1.68758], [2.21319, -5.15351, 1.79407], [1.87435, -5.91881, 2.90107], [1.10520, -5.36943, 3.91777], [0.68280, -4.05168, 3.82392], [1.02749, -3.28779, 2.71591], [2.24385, -0.77528, 0.71372], [1.83935, 0.29876, -0.10297], [2.45392, 1.54629, 0.15358], [2.99513, 1.80778, 1.39710], [3.09723, 0.79830, 2.35422], [2.79316, -0.49767, 1.96383], [8.14543, -3.63791, -0.35466], [6.84413, -3.16182, -2.40282], [4.40807, -2.86073, -2.27497], [4.55730, -3.49398, 1.96385], [6.98962, -3.80626, 1.82560], [2.81631, -5.59873, 1.00978], [2.21039, -6.94582, 2.96995], [0.83893, -5.96614, 4.78076], [0.08782, -3.61453, 4.61621], [0.71508, -2.24971, 2.66769], [1.67777, 0.07944, -1.15370], [2.46577, 2.30618, -0.62046], [3.40156, 2.79112, 1.60625], [3.53297, 0.99595, 3.32450], [3.03936, -1.31708, 2.63211], [-5.28809, -2.62431, -2.01281], [-4.31976, -1.89204, -1.86641], [-3.26122, -2.12294, -1.19455], [-4.37039, -0.53414, -2.56901], [-5.59088, -0.07037, -3.04548], [-5.69913, 1.16252, -3.67763], [-4.57778, 1.95235, -3.85066], [-3.36830, 1.47124, -3.36752], [-3.23775, 0.24772, -2.72957], [-2.19478, 2.32978, -3.49188], [-1.16280, 1.99445, -2.91722], [-2.29809, 3.38102, -4.09548], [-6.45106, -0.71371, -2.91420], [-6.65845, 1.50668, -4.04016], [-4.62394, 2.91244, -4.34172], [-2.28225, -0.09223, -2.35595], [-0.80482, 4.87462, -1.46642], [-1.80170, 4.40207, -0.46586], [-2.58179, 5.20590, 0.31938], [-3.48440, 4.60444, 1.21196], [-3.55866, 3.28648, 1.36204], [-2.78954, 2.51484, 0.60257], [-2.89885, 0.79834, 0.73193], [-1.94833, 3.06352, -0.31185], [-4.41852, 5.42773, 2.03444], [-0.68369, 5.95223, -1.39768], [-1.12803, 4.61093, -2.47511], [0.15713, 4.39023, -1.29159], [-2.50112, 6.28009, 0.24563], [-1.45839, 2.43726, -0.95581], [-4.01520, 6.41946, 2.23010], [-4.64170, 4.91675, 2.96744], [-5.35630, 5.54463, 1.48583], [-0.18616, 0.75501, 0.27044], [-1.23409, 0.06139, 0.28876], [-0.15857, 1.74766, 0.52200]]}

Quick one: least stable of them? ii